No. 1
# C31H57MgN2O2P2S

C31H57MgN2O2P2S as an isolated structure at a distorted geometry (wB97M-V/def2-TZVPD, the OMol25 dataset).

Structure (XYZ):
```
96
Properties=species:S:1:pos:R:3:mulliken_charge:R:1
C -4.8113 -1.5286 -0.3571 -1.63
H -0.0802 -4.1775 -1.3267 -0.15
C 3.4140 1.7218 -0.4775 2.14
C 0.8888 2.6179 -1.6086 -1.53
H -0.3926 -0.0564 5.4064 0.47
H 4.1440 -5.1883 -2.6586 0.43
H 1.3270 -2.6986 -3.2025 0.14
H 0.4370 -3.1022 0.6972 0.04
H -1.6954 -4.6166 -1.8922 0.27
H 5.2767 2.6989 -0.9131 0.52
C -3.8169 -1.6332 -1.5153 1.71
H -2.3997 -1.4178 2.7311 0.01
C -0.0723 3.6666 1.4525 -1.60
H 3.9164 1.2237 1.6026 0.27
H -3.4312 -2.8940 -3.2555 0.25
C 1.8640 4.8521 0.4522 -1.72
N 2.0623 -1.7100 -0.4804 -0.68
H -0.9523 -5.5069 -0.5538 0.55
C -1.0710 -4.5045 -1.0009 -1.88
H -0.7972 -2.6938 1.9028 -0.15
N 0.0150 0.3092 -2.0627 0.81
H -1.4392 -2.5894 -3.0793 0.65
H 0.1379 0.9680 -5.9001 0.43
H 2.1089 -4.1281 -3.9483 0.52
H -5.1283 -2.7288 -2.7924 0.51
C 0.3794 1.5147 -2.5465 -0.07
C 0.0705 0.7786 -4.8185 -1.00
C 0.1100 0.5538 4.6507 -1.17
H -0.3972 -4.3925 1.5932 0.61
C -1.8210 -1.0649 3.5951 -1.07
H -5.0068 -0.1944 -2.5589 0.61
H -4.0630 -3.7895 -1.8593 0.22
H 3.5603 -1.7479 -3.6381 0.30
H 2.8681 0.1205 -1.8558 0.02
Mg 0.3759 -0.3525 0.0048 3.88
C -1.6248 -3.5281 0.0305 2.43
C 0.2883 1.8178 -3.9100 -0.92
H 1.6733 3.2164 -2.1086 0.61
P 1.6014 2.0284 -0.0114 -0.22
C -0.2646 -0.4765 -4.3338 -0.82
H -5.8137 -1.3933 -0.7833 0.54
H -4.8546 -2.4220 0.2699 0.32
H 3.8855 3.7029 -1.3092 0.33
C -0.5336 -3.4046 1.1145 -1.38
C 1.4203 3.5322 1.0940 2.08
H -0.4457 -1.3414 -4.9779 0.52
C -4.1103 -2.8400 -2.3983 -1.50
H 1.9227 2.3463 2.8722 0.16
H -2.5088 -0.7593 4.3948 0.59
H 1.2463 -4.3142 -2.4083 0.47
H 0.0513 3.2966 -1.3728 0.83
H 4.9724 -2.2166 -2.6321 0.39
H -0.6885 3.8781 0.5704 0.29
H 3.4928 -0.1789 0.5985 0.12
C -1.3360 -1.7100 -2.4409 -1.31
H 1.3203 5.0679 -0.4745 0.28
H 2.9384 4.9061 0.2581 0.32
C 3.1575 -3.3328 -2.2221 2.37
C 3.7596 -4.6538 -1.7783 -1.81
C 2.8747 -2.4093 -1.0021 -0.52
H 4.4057 -3.2932 -3.9492 0.51
H 1.6296 5.6551 1.1656 0.55
H -3.4129 -0.4251 -3.3087 0.25
C -1.8975 0.7533 0.2135 -0.17
O 0.1848 -0.2446 2.1016 -0.99
H 4.4041 3.4894 0.3902 0.38
H 5.0653 0.6271 0.3853 0.52
H 2.9907 -5.2674 -1.2855 0.37
H -0.1754 4.5158 2.1444 0.62
C -0.5181 -0.6431 -2.9365 -0.11
P -2.0295 -1.7680 -0.8267 0.58
C 4.0872 -2.5951 -3.1656 -1.76
H -2.5894 -5.0712 1.1917 0.55
H 0.1186 1.5950 5.0061 0.39
C 2.2173 3.2833 2.3828 -1.77
H -0.4580 2.7701 1.9550 0.05
H -3.5793 0.5418 -1.8209 0.15
H -1.1292 -1.8423 3.9485 0.41
H 3.3023 3.2717 2.2261 0.29
C 3.9982 0.7915 0.5984 -1.58
S -0.8259 0.3794 3.1226 0.59
C -3.9382 -0.3465 -2.3518 -1.67
H -3.2539 -3.4608 1.4918 0.23
O -2.7520 1.4909 0.4534 -0.30
H -4.6109 -0.6568 0.2797 0.17
H 1.1314 0.2082 4.4915 0.24
H 0.5123 2.8452 -4.2366 0.50
C 1.8731 -3.6362 -2.9937 -1.34
H 4.5349 0.6715 -2.0119 0.64
H 4.5880 -4.5002 -1.0757 0.40
H 2.0061 4.1040 3.0825 0.52
C -2.8677 -4.1199 0.7050 -1.89
C 4.2686 2.9865 -0.5730 -2.00
C 3.5013 1.0092 -1.8359 -1.79
H -3.6751 -4.3477 0.0000 0.34
H 3.2229 1.6629 -2.6733 0.25
```

## Properties
Total charge   +1
Maximum force   5.210 eV/Å
Relative energy (zero: lowest compared OMol25 entry of this formula, charge and spin)   159.3 kJ/mol

***

No. 2
# C31H57N13O3

A 10-piece molecular cluster, C31H57N13O3 overall at a distorted geometry (wB97M-V/def2-TZVPD, the OMol25 dataset).

Structure (XYZ):
```
104
Properties=species:S:1:pos:R:3:mulliken_charge:R:1
H -0.5591 -2.8050 -3.3269 0.35
C -2.1184 5.4936 -0.4042 -0.40
H 1.5940 -0.2669 3.8277 0.20
C 0.0215 -0.1354 5.0233 0.79
N -2.4670 2.4313 3.9051 0.11
O -1.0132 0.2625 5.3584 -0.68
C -1.5600 2.0312 -3.2163 -1.39
H 3.6687 -1.2140 -4.2537 0.13
C -3.6954 4.0519 4.5430 -0.87
N 0.5306 -1.0627 5.7170 -0.46
H 2.5239 1.8980 0.6764 0.14
H 4.2613 -2.7751 -3.1197 0.08
H -2.4511 2.6468 1.7711 0.49
N 0.8175 0.3182 4.1012 0.00
N 3.8876 -3.3776 -5.4040 -0.56
C 2.0212 -3.6322 0.1268 -0.50
H 4.7979 -2.6792 -1.5212 0.23
C -2.7778 2.9992 2.7384 -0.68
H -3.9880 4.8150 2.5046 0.44
N 0.9582 5.4225 -2.0740 -0.58
C 0.9510 -4.3113 -3.6605 -0.44
C -3.1230 -4.9672 0.2592 -0.32
H -1.8961 1.6066 4.0229 0.25
N -1.9237 -1.6746 -0.0587 -0.55
H 0.6320 -3.9247 -5.8315 0.36
N 5.4749 2.2341 3.5411 -0.47
N -3.1723 1.1845 -6.6966 -0.46
H -2.8164 2.6402 6.0102 0.42
H -3.3364 -5.9453 -0.1720 0.33
H -0.4165 0.3294 -3.0268 -0.36
H 2.6154 0.5765 -0.5468 -0.03
C 3.4514 3.3337 4.7598 -0.43
H -2.6375 5.3263 0.5396 0.07
C -2.5784 0.6973 -5.8033 -0.04
N 3.9730 -0.5399 -3.5658 -0.39
C -1.7724 -0.0053 -4.7276 -0.09
H 2.5285 -2.7866 -0.3136 0.26
O 4.4109 -0.1324 -1.4286 -0.75
C -2.9213 5.0742 -1.6993 -0.94
C 2.7491 -3.7638 -5.2748 0.44
H 0.6680 -2.7287 -2.2357 -0.23
C -4.4733 -4.6373 0.7816 -1.38
H -3.2261 -4.0712 -1.7298 0.47
H 1.7494 -4.7071 -3.0329 0.15
H -1.9648 6.5459 -0.6433 0.35
C 0.8892 0.9078 0.3087 0.57
H 1.9819 -6.8890 -0.0968 0.38
H -0.3385 5.1927 0.8646 0.10
H 3.3348 -4.9897 -0.8942 0.24
C -2.9677 3.0366 5.0170 -0.31
N 2.1464 1.1083 0.1724 -0.03
C -2.5722 -4.1289 -0.8595 0.16
H -4.8289 -5.2851 1.5829 0.39
H 3.0223 2.7610 5.5820 0.34
H 3.9170 4.2042 5.2220 0.31
H -2.3329 1.5389 -2.6260 0.46
H -1.6029 -4.5626 -1.1053 -0.01
H -0.1559 1.4719 -4.4482 0.36
H -2.4081 -5.0320 1.0795 0.09
H 0.0755 -1.2991 6.5871 0.23
H 0.1673 -5.0530 -3.5062 0.44
H 0.5703 3.9154 5.0983 0.33
H 1.0684 -2.1089 -3.8268 0.41
C 1.2036 4.4953 4.4270 -1.20
N 2.5253 -4.8356 -0.3101 0.09
N 4.5102 -2.1741 -2.3471 -0.33
H -3.9467 5.4431 -1.6740 0.42
H 1.4686 -5.3722 -5.3776 0.37
H 1.2043 -0.4595 -1.1877 -0.22
H -0.0983 -5.7498 1.3767 0.41
H 2.7052 4.1027 2.8860 0.43
O 0.1617 1.5298 1.0243 -0.64
H 1.8506 2.7672 3.3228 -0.47
H 0.5870 1.2109 3.6886 -0.29
N 0.6281 -0.1087 -0.4360 0.61
H -1.9814 2.7452 -3.9239 0.48
H 0.2044 -3.2335 1.3497 0.74
H -2.4927 5.4645 -2.6224 0.33
C 1.3794 -4.3124 -5.1393 -0.82
C 0.7931 -5.2938 0.9719 -0.49
H -0.3243 -0.4302 -0.3376 -0.24
H 1.3208 -1.6198 5.4249 0.14
H 0.5272 4.7805 3.6212 0.13
C 4.3529 -0.8976 -2.3807 0.75
H -4.5006 -3.6277 1.1915 0.35
C 1.8173 -5.8855 0.2669 -0.76
C -0.8589 0.8964 -3.8458 0.33
H -1.1907 -0.7415 -5.2824 0.19
H 3.7052 0.4317 -3.6320 0.25
C 2.3074 3.6400 3.7892 0.52
H -4.2513 4.7922 5.0991 0.41
H 1.5096 5.4412 4.8739 0.42
H -0.8580 3.8070 -0.1682 -0.33
C 0.2434 5.1948 -1.1725 -0.06
H -2.9125 3.9844 -1.7154 0.07
C -3.5500 4.0592 3.1396 -0.24
C 0.5268 -2.8968 -3.3034 -0.48
C 4.5776 2.7485 4.1008 0.14
C -0.7148 4.8860 -0.1114 0.98
H -5.2570 -4.8829 0.0649 0.32
C 0.9409 -3.9078 0.9385 -0.35
H -0.8635 2.7232 -2.7430 0.22
H -2.4143 -0.5197 -4.0125 0.33
C -2.1992 -2.7585 -0.4258 0.00
```

## Properties
Maximum force   7.995 eV/Å
SMILES   c1cc[nH]c1.c1cc[nH]c1.NC(N)=O.NC(N)=O.NC(N)=O.CCCC#N.CCCC#N.CCCC#N.CCCC#N.CCCC#N
E_tot   -58583.0048 eV

***

No. 3
# C31H57N3O2S

A 4-piece molecular cluster, C31H57N3O2S overall at a distorted geometry (wB97M-V/def2-TZVPD, the OMol25 dataset).

Structure (XYZ):
```
94
Properties=species:S:1:pos:R:3:mulliken_charge:R:1
H -7.7236 3.1572 8.0787 0.40
H -1.2077 -3.7588 2.7352 0.35
C 3.6145 -1.8691 -7.6051 -0.73
H -3.6681 0.8476 5.6893 0.35
H -2.2577 -0.6290 -4.9973 0.38
H 4.0270 0.3571 -7.7302 0.41
H -5.7732 -3.2897 1.6258 0.43
C -0.1823 -1.4004 -2.1976 -0.45
H 2.5645 -2.0395 -7.9648 0.44
C -5.1039 -2.4420 1.7971 -0.74
H 3.7812 -2.6209 -6.7911 0.29
C -2.2580 -1.8624 2.8333 0.30
H -7.8415 2.1477 6.6425 0.27
H -1.3466 -1.2679 2.9516 0.48
H -2.8480 -3.8848 3.3982 0.30
S 3.6498 -3.2693 -9.9841 -0.26
H -1.5553 -3.1957 4.3722 0.46
H -5.6170 -1.5548 1.4278 0.25
H 8.1622 0.2458 -0.2473 0.35
H -4.6607 0.3028 1.0976 0.23
H 7.6043 0.0916 -1.8735 0.34
O -0.8202 1.1620 -6.6585 -0.53
H -1.6414 -0.0849 0.9658 0.46
H 8.9780 2.5046 1.0701 0.33
H 6.8894 3.5479 -2.2958 0.37
C -5.4012 -1.1969 5.6599 -0.98
C 1.3722 0.1120 -6.9206 -0.48
H -4.1592 2.4980 4.0820 0.35
H 4.7352 1.3965 -2.3845 0.13
H 5.2976 -0.2427 -1.1546 0.06
H -4.8933 -0.8414 4.7603 -0.19
C 3.8153 -0.4340 -6.9652 -0.80
C -6.0370 1.8321 7.8456 -0.72
C -7.1451 2.7127 7.2643 -0.96
C -2.6477 -0.5039 0.8509 -0.47
H 2.0079 -0.9703 -2.0421 0.43
H -3.7900 2.3159 6.5886 0.36
C 5.0804 2.4107 -2.2097 -0.64
H -6.7565 -0.5522 7.1575 0.48
H 4.6297 2.7823 -1.2870 0.29
C -1.4410 -1.3308 -3.0001 -0.49
N 7.2971 1.9700 -1.0129 0.15
H -4.6570 -1.6346 6.3295 0.31
H 4.1943 -3.0397 -11.2261 0.14
H -3.0190 -1.3987 3.4771 -0.30
H -3.3912 1.5106 1.0549 0.50
H -5.4247 3.2462 5.0370 0.33
H -3.9507 -2.6079 -0.0109 0.18
H 4.6825 -1.1173 -9.3860 0.38
H 7.0017 2.0060 -3.0825 0.38
C -4.9661 2.2895 4.7901 -0.96
C -1.3795 -0.7162 -4.3174 -0.60
C 1.0930 -0.9036 -2.6696 -0.53
H -3.6178 0.5486 2.5109 0.05
H 7.7319 3.0272 2.2068 0.43
H 4.7034 -0.4412 -6.2773 0.32
O 3.3118 0.8116 -4.0488 -0.41
H 5.9583 2.5351 0.5368 0.25
C 7.9343 2.3660 1.3612 -1.44
H -5.7022 1.6743 4.2682 0.23
H -6.0844 -1.9925 5.3539 0.47
H -6.9053 0.3356 5.6473 0.25
C 6.9953 2.6976 0.2091 -0.29
C 1.1457 -0.3153 -3.9919 0.59
C -3.7795 -2.6796 1.0682 -0.64
C 0.0392 0.4655 -6.1851 -0.15
H -4.9745 -2.3461 2.8766 0.01
H 5.6551 0.2938 0.4957 0.24
H 7.8045 1.3403 1.7128 0.29
H 4.6934 3.0213 -3.0292 0.36
C 4.5538 -2.0908 -8.8608 -0.48
C -6.1767 -0.0858 6.3548 -0.43
C 2.5180 -0.0263 -6.2000 0.51
H 5.5042 -2.5621 -8.5205 0.34
C 2.4547 0.2243 -4.6573 -0.14
C 6.0728 -0.1875 -0.3909 -0.70
C -0.0961 -0.2161 -4.7814 0.51
C -3.6406 0.5106 1.4202 -0.99
H 7.0942 3.7694 0.0108 0.43
H -2.7921 -0.5827 -0.2315 0.05
C 6.6075 2.4944 -2.1854 -0.93
C -1.9539 -3.2591 3.3573 -1.57
H 6.3199 -1.2165 -0.1140 0.40
H -2.4309 -1.7209 -2.6733 0.40
H -6.4776 1.2160 8.6374 0.42
H -3.4929 -3.7249 1.2225 0.45
H 1.4179 -0.0474 -8.0249 0.44
C -4.3934 1.5956 6.0275 -0.72
N -2.6480 -1.8400 1.4318 0.26
H -6.7411 3.5377 6.6781 0.22
H -5.3126 2.4708 8.3607 0.36
C 7.3299 0.5193 -0.9041 -0.75
H -0.2120 -1.8515 -1.1754 0.42
N -5.3274 0.9436 6.9344 0.10
```

## Properties
Maximum force   2.808 eV/Å
SMILES   O=C1C=C(CCCS)C(=O)c2ccccc21.CCN(CC)CC.CCN(CC)CC.CCN(CC)CC
E_tot   -52469.0735 eV